Here is a molecular structure, C31H30CdN7O7S2 from the OMol25 dataset. Energies are from the ωB97M-V functional and the def2-TZVPD basis.

- electronic energy (hartree) = -3073.4137
- highest occupied orbital energy (eV) = -4.7
- charge = -1
- LUMO (eV) = 1.681
- orbital gap (eV) = 6.37

XYZ file:
```
78
Properties=species:S:1:pos:R:3:forces:R:3:mulliken_charge:R:1
Cd -0.854552 1.246236 0.589163 -0.210 0.550 -0.074 2.17
N 4.424850 2.773537 5.069802 0.007 0.005 0.006 -0.64
C 3.669303 1.782276 4.423315 -0.007 -0.010 -0.010 1.07
C 2.359889 2.041853 4.024806 0.000 0.003 0.008 -0.82
C 1.600716 1.056338 3.421984 0.029 0.050 0.047 -0.36
C 2.149278 -0.195771 3.201278 -0.039 0.001 -0.026 -0.54
C 3.447015 -0.470028 3.596640 0.012 -0.015 -0.037 -0.38
C 4.202948 0.511845 4.212530 0.006 0.010 0.011 -0.81
S 1.179296 -1.429020 2.387933 -0.066 -0.051 -0.117 1.52
O 1.989423 -2.627784 2.333021 0.031 0.003 0.038 -0.88
O -0.075747 -1.504351 3.100301 -0.005 0.029 0.054 -0.80
N 0.801436 -0.926708 0.907516 0.099 -0.067 -0.082 -0.76
C 1.802430 -0.907021 -0.041219 -0.060 -0.033 0.113 0.09
N 1.447973 -1.307315 -1.274587 -0.016 0.022 -0.048 -0.05
C 2.357420 -1.183282 -2.228458 -0.004 0.007 0.001 -0.37
C 3.634729 -0.703078 -1.996737 0.008 -0.004 -0.002 -0.76
C 3.918452 -0.385867 -0.678200 0.014 -0.007 -0.006 -0.43
N 3.029389 -0.481574 0.294080 0.034 0.025 0.009 -0.48
H 4.137218 3.711936 4.838454 0.002 0.000 0.000 0.23
H 5.420207 2.663946 4.951860 -0.002 0.001 0.000 0.22
H 1.932440 3.025448 4.178700 -0.007 0.005 0.005 0.23
H 0.586207 1.282023 3.121463 -0.022 -0.011 -0.013 0.45
H 3.858168 -1.450278 3.398711 -0.002 -0.002 -0.002 0.50
H 5.219581 0.299046 4.524982 -0.001 0.002 0.000 0.28
H 2.049769 -1.488014 -3.225683 0.002 -0.001 -0.004 0.50
H 4.363655 -0.599039 -2.787174 0.000 -0.004 -0.001 0.43
H 4.905966 -0.036188 -0.388367 -0.001 0.002 -0.003 0.41
O -0.053825 3.116818 1.716291 0.008 -0.058 0.121 -0.62
N -0.512112 4.344089 1.576615 0.021 -0.024 -0.023 0.16
C 0.027203 5.270954 2.402771 0.010 0.008 0.000 -0.04
C -0.337572 6.586616 2.377696 -0.005 -0.003 -0.004 -0.68
C -1.311482 6.978621 1.451736 0.005 0.004 0.004 -0.18
C -1.852234 6.037748 0.620566 -0.006 -0.011 -0.009 -0.74
C -1.473447 4.671778 0.650614 -0.004 0.043 0.009 0.34
S -2.164471 3.524005 -0.385606 -0.001 -0.063 0.015 -0.50
H 0.766713 4.858250 3.070994 0.005 -0.001 -0.001 0.20
H 0.125276 7.281776 3.062690 0.000 0.000 -0.001 0.42
H -1.635217 8.009897 1.392397 0.000 0.000 0.000 0.35
H -2.607752 6.299532 -0.106061 0.001 0.001 0.001 0.38
C -1.658004 -3.259183 1.190373 -0.009 0.003 -0.004 -1.22
N -1.648859 -2.176181 0.182878 0.135 0.150 0.016 1.82
C -1.375328 -2.699961 -1.173896 0.011 -0.042 -0.032 -0.98
C -2.928100 -1.390186 0.178488 -0.021 -0.004 0.007 -1.01
C -3.203385 -0.699166 1.485376 0.035 -0.002 0.001 1.67
C -4.232135 -1.168643 2.299418 0.010 0.011 -0.007 -0.49
C -4.516828 -0.535079 3.499096 0.003 0.014 -0.002 -0.58
C -3.766852 0.572458 3.870710 -0.019 -0.011 0.000 -0.78
C -2.745091 1.031509 3.049259 0.051 -0.018 -0.009 0.07
C -2.427607 0.410094 1.839344 0.062 -0.149 0.001 -1.24
H -0.686399 -3.749147 1.176772 0.001 0.004 0.009 0.38
H -2.449634 -3.964821 0.934087 0.009 0.002 -0.012 0.35
H -1.817956 -2.824729 2.171690 -0.006 -0.004 -0.001 0.45
H -0.826654 -1.544656 0.432124 -0.097 -0.150 0.043 -0.35
H -2.183045 -3.379120 -1.450154 -0.001 0.006 -0.005 0.40
H -0.419648 -3.216727 -1.163424 -0.017 0.008 0.008 0.33
H -1.313111 -1.855784 -1.856526 -0.006 -0.012 0.007 0.20
H -3.718117 -2.101871 -0.077970 0.008 0.005 0.004 0.50
H -2.818720 -0.667242 -0.629059 -0.018 0.007 0.000 0.18
H -4.817430 -2.030471 1.990940 0.001 -0.004 0.000 0.35
H -5.316647 -0.897851 4.133299 0.000 -0.002 0.001 0.35
H -3.981278 1.080432 4.804475 -0.001 0.002 -0.002 0.40
H -2.179640 1.904993 3.361232 -0.004 -0.005 -0.004 0.33
O 0.541564 1.620683 -1.151451 -0.064 -0.093 -0.037 -1.18
C -0.162214 1.109336 -2.063686 0.197 -0.103 0.058 0.63
O -1.220495 0.474541 -1.884415 -0.087 -0.025 -0.028 -0.72
C 0.358318 1.255683 -3.474667 -0.009 -0.013 -0.001 0.16
C 1.469217 2.048613 -3.733627 0.005 -0.007 0.010 -0.44
C 1.971221 2.162150 -5.023441 0.004 -0.005 0.001 -0.63
C 1.373847 1.474549 -6.067029 -0.009 0.016 0.001 -0.45
C 0.269568 0.686740 -5.784976 -0.089 0.122 -0.016 -0.12
C -0.254795 0.567621 -4.511283 -0.016 0.024 -0.003 -0.17
N -0.363899 -0.054403 -6.889311 0.388 -0.445 0.098 1.05
O 0.123151 0.055695 -8.000656 -0.134 0.162 -0.046 -0.65
O -1.287295 -0.796376 -6.622217 -0.154 0.145 -0.031 -0.61
H 1.927391 2.563284 -2.899670 0.002 0.002 0.000 0.44
H 2.833968 2.785729 -5.218166 0.003 -0.004 0.001 0.40
H 1.742420 1.536742 -7.079705 -0.001 0.001 0.000 0.50
H -1.121972 -0.043913 -4.311830 0.002 0.004 -0.004 0.60
```
Forces are in eV/Å.